No. 1
This record from the Open Molecules 2025 dataset describes a molecular structure, C37H37Br2NO4ReSSb2. The level of theory is ωB97M-V/def2-TZVPD.

Each line ends with the Mulliken spin population.
Positions of all 85 atoms, in Å:
Re -1.360 -0.146 0.084  2.88
C 1.718 2.553 0.261  -0.02
C 2.525 1.259 0.188  0.02
C 2.392 0.517 1.501  -0.06
Sb 2.881 -1.669 1.514  0.01
C 4.496 -2.691 0.453  0.00
C 4.187 -3.365 -0.717  0.00
C 5.198 -4.044 -1.377  0.00
C 6.486 -4.043 -0.867  0.00
C 6.771 -3.366 0.308  0.00
C 5.775 -2.675 0.979  0.00
C 2.114 -2.324 3.422  0.00
C 2.694 -3.367 4.125  0.00
C 2.063 -3.826 5.271  0.00
C 0.860 -3.273 5.680  0.00
C 0.281 -2.242 4.956  0.00
C 0.914 -1.754 3.824  -0.03
Sb -0.441 2.279 0.045  -0.12
C -1.208 3.403 1.722  0.00
C -0.787 2.974 2.978  0.02
C -1.330 3.537 4.120  0.01
C -2.321 4.500 4.014  0.00
C -2.746 4.920 2.766  0.00
C -2.189 4.376 1.618  0.00
C -0.820 3.198 -1.857  0.00
C -1.928 4.000 -2.082  0.00
C -2.149 4.525 -3.345  0.00
C -1.281 4.231 -4.382  0.00
C -0.196 3.398 -4.165  0.01
C 0.036 2.875 -2.905  0.00
H 2.009 3.222 -0.543  0.00
H 1.900 3.073 1.199  0.00
H 3.573 1.495 -0.013  0.00
H 2.151 0.656 -0.643  0.00
H 1.351 0.512 1.836  0.07
H 3.035 0.941 2.272  0.00
H 3.180 -3.385 -1.106  0.00
H 4.974 -4.572 -2.291  0.00
H 7.268 -4.578 -1.380  0.00
H 7.771 -3.368 0.710  0.00
H 5.993 -2.146 1.894  0.00
H 3.622 -3.813 3.791  0.00
H 2.512 -4.628 5.834  0.00
H 0.367 -3.653 6.560  0.00
H -0.669 -1.818 5.242  0.00
H 0.446 -0.948 3.273  0.02
H -0.036 2.192 3.063  0.02
H -0.991 3.206 5.089  0.00
H -2.773 4.906 4.904  0.00
H -3.523 5.663 2.678  0.00
H -2.524 4.718 0.651  0.00
H -2.623 4.209 -1.281  0.00
H -3.001 5.166 -3.511  0.00
H -1.447 4.649 -5.363  0.00
H 0.473 3.157 -4.976  0.00
H 0.883 2.217 -2.738  0.00
Br -2.501 -0.571 2.893  0.08
C -4.125 -0.344 1.927  0.00
Br -3.645 0.659 0.329  0.02
H -4.836 0.220 2.527  0.00
H -4.484 -1.314 1.590  0.00
C -2.164 0.857 -6.067  0.00
C -2.363 0.139 -4.774  0.01
C -3.637 0.036 -4.217  0.01
C -3.848 -0.681 -3.053  0.03
C -2.782 -1.316 -2.437  0.02
C -1.507 -1.231 -2.976  0.00
C -1.300 -0.487 -4.127  0.04
S -3.107 -2.429 -1.067  0.00
O -2.974 -3.778 -1.506  0.00
O -4.322 -2.006 -0.416  0.00
N -1.886 -2.103 -0.007  0.04
C -0.872 -3.096 0.167  0.01
C 0.430 -2.379 0.306  0.04
O 1.506 -2.991 0.595  0.00
O 0.456 -1.128 0.227  -0.12
H -2.688 1.807 -6.072  0.00
H -2.567 0.259 -6.883  0.00
H -1.114 1.038 -6.266  0.00
H -4.475 0.495 -4.721  0.00
H -4.835 -0.773 -2.625  0.00
H -0.696 -1.790 -2.526  -0.02
H -0.307 -0.424 -4.547  0.00
H -0.890 -3.828 -0.654  0.00
H -1.029 -3.674 1.094  0.01

Its charge is +2. As for the spin multiplicity: 4. The value obtained for the energy relative to the best compared isomer or geometry (same formula, charge and spin) is 64.6 kJ/mol. The value obtained for the total energy is -214756.230 eV. Its HOMO-LUMO gap (spin up / spin down) is 6.49 / 6.17 eV. The lowest unoccupied orbital energy (spin up / spin down) is -6.444 / -6.454 eV. Its expectation value of S² is 3.76.

No. 2
This record from the Open Molecules 2025 dataset describes a molecular structure, C10H15B3BeBr3Cl5FMgNNaO7S. The level of theory is ωB97M-V/def2-TZVPD.

Each line ends with the Mulliken charge.
Positions of all 49 atoms, in Å:
C -4.353 -2.830 0.316  -0.70
C -3.456 -2.420 1.020  -0.42
C -2.310 -2.030 1.884  0.42
C -1.058 -2.839 1.417  0.03
C 0.142 -2.728 2.371  -0.65
B 0.943 -1.376 2.199  0.68
O 0.882 -0.316 3.177  -0.41
B 0.509 0.887 2.517  0.79
O 0.410 0.787 1.147  -0.55
B 1.638 0.162 0.745  0.31
C 2.725 1.025 0.008  -0.44
C 2.515 1.043 -1.524  0.57
C 1.209 1.619 -2.025  -0.55
N 3.423 0.625 -2.301  -0.74
O 1.761 -1.177 1.109  -0.61
H -4.833 -3.294 -0.542  0.61
H -2.113 -0.968 1.682  0.07
H -2.603 -2.225 2.921  0.34
H -0.803 -2.468 0.413  0.28
H -1.391 -3.869 1.272  -0.05
H -0.118 -2.918 3.428  0.21
H 0.867 -3.515 2.102  0.20
H 0.349 1.912 3.079  -0.07
H 2.627 2.052 0.401  0.16
H 3.717 0.665 0.309  0.44
H 1.259 1.756 -3.107  0.36
H 1.080 2.591 -1.520  -0.21
H 0.362 0.983 -1.737  0.29
H 4.227 0.310 -1.761  0.25
Be -3.940 -5.139 0.538  0.78
C 1.886 5.390 -4.083  0.28
Cl 2.218 7.018 -3.441  -0.08
Cl 3.059 4.236 -3.442  -0.07
Cl 0.254 4.903 -3.620  -0.06
Cl 2.017 5.432 -5.841  -0.08
C 0.898 5.593 0.526  -0.23
Br 0.042 3.867 0.402  -0.02
Br 2.682 5.544 -0.164  -0.13
Br -0.158 6.982 -0.290  -0.06
H 0.986 5.836 1.579  0.43
O -3.891 -8.261 -0.613  -0.46
S -4.466 -7.797 -1.887  1.31
O -4.922 -6.398 -1.764  -0.64
O -5.581 -8.675 -2.242  -0.41
O -3.440 -7.923 -2.928  -0.40
Mg -0.123 -0.757 5.133  0.47
F 3.322 6.962 1.861  -0.83
Cl -2.407 -6.049 1.844  -0.29
Na 3.959 7.792 -0.569  0.84

Its charge is +1. As for the spin multiplicity: 1. The value obtained for the total energy is -325009.905 eV. Its HOMO-LUMO gap is 1.30 eV. The lowest unoccupied orbital energy is -8.369 eV.

No. 3
This record from the Open Molecules 2025 dataset describes a molecular structure, C35H45ClN5O6V. The level of theory is ωB97M-V/def2-TZVPD.

Each line ends with the Mulliken spin population.
Positions of all 93 atoms, in Å:
O 2.117 0.267 -3.301  0.00
C 1.060 0.622 -3.784  0.00
C 0.662 1.950 -4.272  0.00
C 0.783 3.106 -3.480  0.00
H 1.015 3.030 -2.412  0.00
C 0.563 4.331 -4.104  0.00
H 0.709 5.264 -3.554  0.00
C 0.248 4.352 -5.478  0.00
H 0.282 5.293 -6.038  0.00
C -0.188 3.183 -6.129  0.00
H -0.573 3.200 -7.152  0.00
C -0.053 1.966 -5.476  0.00
H -0.441 1.023 -5.869  0.00
H 0.211 -0.116 -3.768  0.00
C -2.441 -1.478 -1.422  0.08
C -2.599 -0.285 -0.499  -0.45
H -3.153 -1.412 -2.263  -0.01
H -2.619 -2.456 -0.967  0.00
H -1.426 -1.510 -1.858  -0.03
C -2.957 0.901 -1.114  0.37
C -4.164 1.294 -1.896  -0.02
H -2.170 1.656 -1.232  0.01
H -3.853 1.457 -2.927  0.02
H -4.560 2.251 -1.544  0.02
H -4.957 0.543 -1.875  0.00
V -1.065 0.048 0.587  1.95
Cl -2.177 2.029 1.278  -0.01
C -2.178 -0.186 3.230  0.01
O -1.721 -0.859 2.261  0.00
N -1.611 -0.172 4.441  0.00
C -0.772 -1.297 4.848  0.00
C -2.147 0.728 5.453  0.00
H -3.071 0.433 3.107  0.00
H -0.003 -1.492 4.091  0.00
H -1.378 -2.195 5.039  0.00
H -0.287 -1.012 5.782  0.00
H -2.114 1.762 5.062  0.00
H -1.526 0.651 6.353  0.00
H -3.185 0.444 5.706  0.00
H 5.127 2.575 -1.909  0.00
H 5.634 1.698 0.436  0.00
C 4.225 1.961 -2.019  0.00
C 4.536 1.628 0.416  0.00
N 4.064 1.117 -0.845  0.00
H 4.272 1.338 -2.919  0.00
C 3.506 -0.115 -0.914  0.00
O 3.008 -0.734 0.026  0.00
H 4.216 0.977 1.234  0.00
H 3.497 -0.493 -1.953  0.00
H 3.365 2.640 -2.111  0.00
H 4.153 2.643 0.572  0.00
H -0.156 -5.080 0.830  0.00
H 2.031 -5.198 -0.708  0.00
C -0.555 -4.391 0.072  0.00
C 1.451 -4.534 -1.367  0.00
N 0.564 -3.694 -0.574  0.01
H -1.242 -3.675 0.532  0.00
C 0.696 -2.364 -0.587  0.03
O -0.079 -1.582 0.002  0.00
H 2.131 -3.886 -1.934  0.00
H 1.551 -1.988 -1.175  0.00
H -1.073 -4.996 -0.689  0.00
H 0.853 -5.151 -2.054  0.00
O 0.396 3.078 -0.134  0.00
C 0.755 2.601 0.934  0.00
N 1.250 3.319 2.021  0.00
C 1.706 2.498 3.086  -0.01
C 1.227 1.118 2.556  -0.01
O 1.281 0.043 3.163  0.00
N 0.687 1.265 1.316  0.02
C 3.227 2.560 3.257  0.00
C 3.886 1.508 3.892  0.00
C 5.262 1.575 4.154  0.00
C 5.998 2.695 3.759  0.00
C 5.343 3.753 3.121  0.00
C 3.957 3.706 2.904  0.00
C 1.102 2.904 4.444  0.00
C 0.711 4.224 4.723  0.00
C 0.251 4.571 6.006  0.00
C 0.180 3.609 7.021  0.00
C 0.618 2.306 6.758  0.00
C 1.095 1.975 5.482  0.00
H 1.443 4.301 1.894  0.00
H 3.312 0.629 4.188  0.00
H 5.755 0.748 4.668  0.00
H 7.076 2.750 3.942  0.00
H 5.899 4.637 2.796  0.00
H 3.459 4.564 2.446  0.00
H 0.771 4.996 3.953  0.00
H -0.052 5.604 6.205  0.00
H -0.205 3.875 8.011  0.00
H 0.597 1.544 7.544  0.00
H 1.478 0.973 5.284  0.00

As for the spin multiplicity: 3. The value obtained for the energy relative to the best compared isomer or geometry (same formula, charge and spin) is 478.9 kJ/mol. The value obtained for the total energy is -94969.445 eV. Its HOMO-LUMO gap (spin up / spin down) is 6.62 / 7.06 eV. The lowest unoccupied orbital energy (spin up / spin down) is 0.313 / 0.316 eV. Its expectation value of S² is 2.12.

No. 4
This record from the Open Molecules 2025 dataset describes 2 unconnected molecules or ions with the total composition C4H10I2N. The level of theory is ωB97M-V/def2-TZVPD.

Each line ends with the Mulliken charge.
Positions of all 17 atoms, in Å:
C 0.982 0.640 -1.817  0.11
C 2.337 -1.007 -0.642  -0.89
C -2.562 0.567 1.108  -0.78
C -1.222 0.539 1.691  -0.79
N 1.110 -0.262 -0.957  0.08
I -2.619 0.222 -1.115  0.10
I -0.486 -1.638 1.809  0.06
H 1.666 1.320 -2.290  0.28
H -0.017 0.847 -2.149  0.00
H -1.061 0.890 2.699  0.43
H 2.763 -0.796 0.334  0.36
H 2.198 -2.086 -0.737  0.38
H 3.340 -0.761 -1.097  0.33
H -2.943 1.545 1.254  0.43
H -3.269 -0.222 1.379  0.45
H -0.456 0.904 1.081  0.36
H 0.241 -0.702 -0.551  0.07

Its charge is +1. As for the spin multiplicity: 1. The value obtained for the energy relative to the best compared isomer or geometry (same formula, charge and spin) is 60.5 kJ/mol. The value obtained for the total energy is -21993.238 eV. Its HOMO-LUMO gap is 8.19 eV. The lowest unoccupied orbital energy is -4.763 eV.